[1]
Computed, not measured: a structure of composition C41H57BGe2N9O2S3V, with ωB97M-V/def2-TZVPD.

XYZ file:
```
116
Properties=species:S:1:pos:R:3:forces:R:3:mulliken_spin:R:1
V -0.7715 -0.3503 1.6290 0.335 3.072 3.527 2.104
C 2.1948 -5.7020 0.5148 -0.007 -0.066 -0.022 0.000
C 1.8892 -4.7226 1.5793 0.049 0.150 -0.156 0.001
N 1.8584 -4.9545 2.8463 0.089 -0.291 0.292 0.001
N 1.5852 -3.7529 3.4162 -0.122 0.232 -0.337 0.003
C 1.4277 -2.7627 2.5296 0.026 -0.575 -0.198 0.025
S 1.2173 -1.1326 2.9043 -0.029 0.834 0.336 -0.025
N 1.6265 -3.3858 1.3317 -0.050 -0.162 0.344 -0.001
N 1.6017 -2.7618 0.1003 -0.142 0.189 -0.232 -0.009
H 2.2905 -6.6892 0.9584 -0.039 0.007 0.027 0.000
H 3.1388 -5.4536 0.0271 -0.036 0.043 -0.041 0.000
H 1.4043 -5.7239 -0.2363 0.017 -0.022 -0.012 0.001
H 1.5492 -3.6689 4.4183 -0.029 0.073 0.017 -0.001
H 1.0421 -3.3016 -0.5505 -0.115 0.018 0.088 -0.002
H 2.5463 -2.6504 -0.2537 -0.102 -0.042 0.075 0.001
C -1.8672 -1.6763 5.1352 -0.009 -0.134 0.041 0.009
N -2.3155 -0.3055 5.0180 -0.121 0.290 -0.269 0.001
C -2.2669 0.6472 6.0086 0.004 0.059 0.077 0.003
C -2.8128 1.7706 5.4909 0.026 0.091 0.115 -0.001
N -3.1988 1.5171 4.1996 0.243 -0.288 -0.065 -0.016
B -3.9774 2.5826 3.3611 0.016 -0.103 0.065 0.025
N -3.6051 2.5165 1.8450 0.282 -0.030 -0.183 -0.002
C -4.5302 2.8022 0.8736 -0.170 0.030 -0.029 0.005
C -3.9315 2.7123 -0.3337 -0.047 0.028 -0.044 -0.006
N -2.6225 2.3631 -0.0987 -0.089 -0.148 0.301 -0.015
C -1.6403 2.1280 -1.1377 0.073 0.112 -0.162 0.034
C -2.4486 2.2469 1.2419 -0.235 0.103 -0.291 0.016
S -0.9329 1.8654 1.9890 0.416 1.383 0.247 -0.034
C -2.8700 0.2539 3.9104 -0.285 -0.045 0.376 0.005
S -3.1027 -0.5978 2.4251 0.314 -0.193 -0.021 -0.025
H -1.8685 -1.9596 6.1854 -0.053 0.036 -0.007 0.000
H -0.8600 -1.7837 4.7373 0.068 0.000 -0.051 0.004
H -2.5437 -2.3195 4.5765 0.014 -0.008 0.039 -0.003
H -1.8616 0.4458 6.9836 0.000 -0.033 -0.005 0.000
H -2.9700 2.7375 5.9333 0.011 -0.007 0.017 0.000
H -3.6738 3.6609 3.7876 -0.014 0.082 0.102 -0.001
H -5.1463 2.3298 3.4418 -0.144 0.109 -0.048 0.000
H -5.5444 3.0454 1.1332 -0.005 -0.015 -0.008 -0.001
H -4.3137 2.8508 -1.3290 0.000 -0.009 -0.009 0.000
H -2.1144 1.5954 -1.9602 -0.002 -0.080 0.051 -0.011
H -0.8198 1.5386 -0.7327 -0.013 0.017 -0.038 0.005
H -1.2388 3.0716 -1.5063 0.005 -0.004 0.042 -0.001
C 3.0407 3.5388 3.4457 -0.035 -0.100 -0.059 0.000
C 2.2835 2.3424 2.8686 -0.044 -0.014 -0.449 0.011
Ge 2.1599 2.4591 0.8707 0.395 0.260 -0.170 -0.018
C 1.0007 3.9509 0.1736 0.246 -0.348 0.128 0.007
C 1.5835 5.3021 0.5914 0.004 -0.100 -0.050 -0.001
C 3.9155 2.9201 0.0784 -0.162 0.006 0.118 0.001
C 4.2935 1.9466 -0.7656 -0.283 -0.191 0.028 0.015
Ge 2.9807 0.4776 -0.4797 0.130 -0.023 -0.058 0.033
C 2.1686 -0.2858 -2.1673 0.145 0.358 0.516 -0.009
C 1.5448 0.8163 -3.0227 0.065 -0.070 0.034 0.004
C 4.0304 -0.9021 0.5573 -0.211 0.252 -0.128 0.001
C 4.7856 -1.9479 -0.2673 -0.034 0.188 0.103 0.001
C 5.5107 1.9099 -1.5910 0.220 -0.051 -0.224 -0.004
C 5.7628 0.7982 -2.3972 -0.105 0.087 0.078 0.000
C 6.9220 0.6917 -3.1481 0.062 0.023 -0.044 0.000
C 7.8528 1.7180 -3.1233 0.020 -0.038 -0.034 0.000
C 7.6076 2.8470 -2.3529 0.003 0.040 0.015 0.000
C 6.4542 2.9412 -1.5942 -0.043 -0.004 0.032 0.001
H 3.2279 3.4030 4.5121 0.021 0.030 0.005 0.000
H 2.4726 4.4595 3.3206 0.057 0.044 0.026 0.000
H 4.0023 3.6592 2.9444 0.028 0.077 0.069 0.000
H 1.2858 2.2758 3.3016 0.010 -0.013 0.058 0.000
H 2.8066 1.4135 3.1071 0.006 -0.007 -0.061 0.001
H -0.0213 3.8645 0.5294 -0.043 -0.038 -0.060 -0.001
H 1.0023 3.8682 -0.9160 0.009 -0.066 0.000 0.000
H 1.4338 5.4795 1.6558 0.025 0.049 0.001 0.000
H 1.1002 6.1144 0.0461 0.007 0.029 0.028 0.000
H 2.6526 5.3504 0.3832 0.000 0.104 0.018 0.000
H 4.4923 3.8332 0.2127 0.062 -0.012 0.052 0.000
H 1.4205 -1.0400 -1.9183 0.045 -0.078 0.038 0.011
H 2.9684 -0.7759 -2.7265 0.005 -0.083 0.056 0.000
H 0.6403 1.2112 -2.5540 0.023 0.054 -0.013 -0.004
H 1.2777 0.4422 -4.0133 -0.036 0.048 -0.010 0.000
H 2.2417 1.6456 -3.1552 -0.043 0.042 -0.046 0.000
H 3.3882 -1.3853 1.2905 -0.010 0.102 0.042 0.003
H 4.7486 -0.3095 1.1281 -0.024 0.007 0.017 0.000
H 4.1282 -2.4967 -0.9510 0.207 -0.021 -0.155 0.000
H 5.2748 -2.6747 0.3849 0.010 -0.051 -0.038 0.000
H 5.5592 -1.4757 -0.8697 0.000 -0.100 -0.074 0.000
H 5.0242 0.0075 -2.4335 0.026 -0.043 -0.025 0.000
H 7.1012 -0.1881 -3.7530 -0.024 0.003 -0.008 0.000
H 8.7624 1.6416 -3.7040 0.000 0.012 -0.008 0.000
H 8.3230 3.6590 -2.3431 0.009 -0.006 0.013 0.000
H 6.2865 3.8269 -0.9953 -0.001 -0.004 0.016 0.000
C -4.2900 -1.4595 -6.5285 -0.013 0.001 -0.072 0.001
O -3.6766 -1.1727 -5.2818 0.081 0.024 0.020 0.001
C -4.4857 -0.8385 -4.2426 -0.037 -0.043 0.114 0.008
C -5.8567 -0.6432 -4.3265 0.028 -0.041 -0.131 -0.016
C -6.5860 -0.3194 -3.1899 -0.056 -0.004 0.085 0.033
C -5.9570 -0.1917 -1.9626 -0.066 -0.020 -0.033 -0.021
C -4.5884 -0.3863 -1.8727 0.133 -0.015 -0.120 -0.007
C -3.8452 -0.7107 -3.0031 -0.050 0.148 0.110 -0.036
N -2.4497 -0.8826 -2.9257 -0.129 -0.206 -0.025 0.149
C -1.8084 -1.4341 -1.8494 0.054 0.375 0.010 0.169
C -2.3315 -2.4759 -1.0509 0.198 -0.136 0.373 0.037
C -3.3335 -3.3845 -1.4736 0.195 0.188 -0.045 0.209
C -3.6914 -4.4569 -0.6947 -0.036 -0.086 0.178 -0.081
C -3.0931 -4.6683 0.5518 -0.134 -0.136 -0.167 0.165
C -2.1553 -3.7721 1.0229 0.391 0.456 0.060 -0.140
C -1.7928 -2.6666 0.2534 -1.187 -1.120 -0.802 0.098
O -1.0555 -1.6911 0.7876 -0.276 -4.463 -3.195 -0.043
H -3.4888 -1.7816 -7.1872 -0.019 0.015 -0.013 0.000
H -4.7732 -0.5745 -6.9483 0.010 0.000 0.016 0.000
H -5.0231 -2.2634 -6.4295 0.012 0.011 0.013 0.000
H -6.3664 -0.7588 -5.2724 0.007 0.035 0.001 -0.001
H -7.6551 -0.1774 -3.2717 -0.003 0.011 -0.002 0.002
H -6.5239 0.0588 -1.0761 -0.002 -0.010 0.001 0.001
H -4.0819 -0.2958 -0.9192 0.006 0.023 0.025 0.075
H -1.9184 -0.6122 -3.7380 0.033 -0.019 0.007 -0.012
H -0.8220 -1.0451 -1.6183 -0.018 0.003 -0.097 0.245
H -3.8054 -3.2286 -2.4333 0.034 -0.051 -0.051 0.021
H -4.4479 -5.1451 -1.0470 -0.009 0.005 -0.004 -0.001
H -3.3975 -5.5073 1.1621 0.049 -0.017 0.002 0.011
H -1.7195 -3.8750 2.0109 -0.073 0.011 0.021 -0.006
```
Positions in Å, forces in eV/Å.

As for the total charge: +1. The orbital gap (spin up / spin down) is 5.90 / 7.39 eV. The energy relative to the best compared isomer or geometry (same formula, charge and spin) is 1.523 eV. Its spin multiplicity is 4.

[2]
Computed, not measured: a cluster of 9 separate species, C41H57N3O23 in total, with ωB97M-V/def2-TZVPD.

XYZ file:
```
124
Properties=species:S:1:pos:R:3:forces:R:3:lowdin_charge:R:1
C -2.0949 1.8258 -0.1194 -1.228 -0.176 -0.242 -0.096
O -1.5103 0.5644 0.1127 -0.695 0.420 0.356 -0.203
C -0.3055 0.5839 0.8403 -0.297 -0.109 -0.285 -0.165
C 0.0157 -0.8203 1.3466 0.927 0.551 1.224 -0.166
O -0.9523 -1.3647 2.2280 -0.596 0.469 0.214 -0.148
C -0.8263 -2.7192 2.5287 -0.442 -1.708 -1.344 -0.125
H -1.6051 2.3738 -0.9272 0.205 0.061 0.050 0.092
H -2.2791 2.4624 0.7506 0.915 -0.135 0.461 0.084
H -3.1331 1.6239 -0.3943 0.081 -0.127 -0.592 0.090
H -0.3358 1.3292 1.6407 -0.411 -0.282 0.439 0.126
H 0.4655 0.9840 0.1764 0.362 -0.489 -0.048 0.102
H 0.8754 -0.6223 1.9942 0.616 -0.333 -0.445 0.113
H 0.2891 -1.5274 0.5600 -0.150 0.018 -0.213 0.130
H 0.0546 -3.1589 3.0067 0.459 1.061 0.501 0.069
H -0.8631 -3.3256 1.6139 0.040 0.171 -0.472 0.079
H -1.6948 -3.1224 3.0492 -0.100 0.754 0.402 0.091
C 4.2812 0.6395 2.1787 -0.958 1.841 1.183 -0.119
O 3.0455 0.3650 1.5683 0.799 -0.727 -2.309 -0.210
C 3.1174 0.7431 0.1652 -1.890 -0.021 0.605 -0.170
C 2.9318 2.2922 0.0579 0.449 -0.407 -0.688 -0.168
O 2.2758 2.7514 -1.1409 0.293 -0.486 0.806 -0.204
C 2.9635 2.2940 -2.2663 1.052 -0.305 -0.606 -0.125
H 4.3432 1.7338 2.1843 0.458 0.158 0.289 0.079
H 5.2196 0.3105 1.7295 -0.324 -0.856 -0.121 0.097
H 4.0742 0.3673 3.2142 0.887 -0.339 0.066 0.082
H 2.3046 0.2070 -0.3287 -0.345 0.253 0.121 0.105
H 3.9777 0.3270 -0.3623 0.571 0.372 0.477 0.126
H 3.9582 2.6680 0.1055 -0.027 0.622 -0.209 0.118
H 2.3775 2.7365 0.8829 -0.062 -0.503 0.144 0.101
H 4.0420 2.4464 -2.1458 0.147 0.296 0.055 0.092
H 2.6782 2.8237 -3.1741 -0.390 0.030 0.191 0.095
H 2.8844 1.2168 -2.4338 -0.508 -0.052 -0.003 0.078
C 5.2461 -3.8945 1.7753 0.054 -1.195 -0.295 -0.291
O 4.8564 -3.9011 0.6130 0.693 0.593 0.290 0.010
N 4.4763 -3.7469 2.8442 -1.344 0.333 0.270 -0.179
C 4.9177 -4.1040 4.1689 1.215 0.052 -0.134 -0.048
C 3.1367 -3.2009 2.7350 -0.434 0.552 -0.125 -0.029
H 6.2722 -4.1399 2.0919 0.180 0.059 -0.533 0.144
H 5.2065 -3.2145 4.7310 -0.395 -0.034 0.332 0.094
H 5.8289 -4.6952 4.0649 0.023 -0.026 0.045 0.086
H 4.2125 -4.7432 4.6976 -0.252 0.295 -0.058 0.097
H 2.3865 -3.8655 3.1634 0.105 -0.025 0.148 0.089
H 3.1078 -2.2240 3.2227 -0.086 -0.109 0.400 0.090
H 2.8224 -2.9715 1.7187 0.411 -0.388 -0.155 0.079
C -5.5090 4.4982 -1.8453 0.372 -1.014 0.416 -0.332
O -6.5693 3.9165 -1.9793 -0.217 0.608 -0.408 0.010
N -4.8581 4.6196 -0.6758 -0.453 -0.496 0.187 -0.173
C -3.4492 4.9712 -0.7194 0.048 0.203 0.804 -0.066
C -5.5240 4.2771 0.5884 0.830 0.602 0.547 -0.024
H -4.8609 4.9074 -2.6380 -0.501 -0.060 -0.513 0.143
H -3.0000 4.6351 0.2155 0.046 0.201 0.058 0.074
H -3.3161 6.0506 -0.8127 0.143 0.049 0.069 0.089
H -2.8847 4.4719 -1.5068 -0.328 -0.074 -0.193 0.083
H -5.3457 5.1165 1.2645 -0.285 0.147 0.034 0.087
H -6.5928 4.1062 0.4970 0.148 0.102 -0.477 0.089
H -5.0882 3.4361 1.1312 0.153 -0.336 -0.508 0.085
C -0.1424 4.6389 1.1674 0.152 -0.235 0.243 -0.315
O -0.5689 4.6662 2.3168 -0.246 0.287 0.005 -0.007
N 0.0772 5.7189 0.4146 1.474 0.775 -0.589 -0.161
C 0.5824 5.6846 -0.9687 -1.172 -1.775 -0.013 -0.024
C -0.1050 7.0726 0.8754 -1.025 0.422 1.012 -0.046
H 0.0782 3.6773 0.6809 0.144 0.177 -0.219 0.129
H 1.3358 6.4218 -1.2348 -0.376 0.396 0.399 0.093
H -0.3475 5.7206 -1.5396 0.449 0.622 -0.815 0.086
H 1.0279 4.7209 -1.2217 -0.019 -0.141 0.392 0.069
H -1.0685 7.4818 0.5586 0.003 -0.027 -0.449 0.089
H -0.1928 7.1300 1.9603 0.430 -0.283 0.029 0.091
H 0.6803 7.7355 0.5181 0.095 -0.189 0.041 0.089
C 0.2781 1.9897 6.2114 -0.274 -0.598 -1.281 0.065
C 0.4027 2.4569 4.9511 -1.058 1.007 -0.182 -0.207
C 1.7554 2.6811 4.3098 -0.532 -0.815 0.393 -0.295
O 1.8858 3.1752 3.2065 0.060 -0.155 0.544 0.110
C 2.8352 2.1821 5.1531 1.350 0.167 0.127 0.061
C 2.7113 1.7153 6.4067 0.054 0.509 0.159 -0.242
C 1.3881 1.5627 7.0545 -2.632 1.008 -1.759 -0.345
O 1.1163 1.2146 8.1747 1.633 -0.620 1.257 0.128
O 3.7531 1.5137 7.2051 0.469 -0.122 0.063 0.116
O -0.7028 2.8093 4.2629 0.725 -0.646 0.800 0.080
H -0.7252 1.7406 6.5277 0.010 0.288 0.394 0.136
H 3.8559 2.3511 4.8338 -0.011 0.056 -0.267 0.130
H 3.3918 1.4504 8.1006 0.071 -0.348 0.262 0.120
H -0.5144 3.4674 3.5677 0.190 0.204 -0.675 0.048
C 0.9387 -5.8733 -0.9089 1.285 0.762 0.199 0.070
C 2.2343 -5.4780 -0.9210 -1.145 1.278 -0.190 -0.241
C 3.3214 -6.2515 -1.5446 0.912 -2.168 -0.152 -0.322
O 4.5165 -6.0013 -1.5523 -0.975 0.892 0.248 0.125
C 2.8706 -7.5135 -2.1341 -1.061 -0.303 -0.632 0.066
C 1.5829 -7.9339 -2.1192 0.664 -0.040 -1.370 -0.202
C 0.4877 -7.1451 -1.4370 1.131 0.693 1.235 -0.338
O -0.6144 -7.5740 -1.2079 -0.636 -0.853 -0.764 0.124
O 1.1858 -8.9963 -2.8735 -0.021 0.796 0.959 0.090
O 2.5089 -4.2577 -0.4585 0.105 -0.508 0.306 0.066
H 0.3467 -5.1577 -0.3550 -0.783 -0.423 -0.175 0.128
H 3.5958 -7.9985 -2.7725 0.042 -0.300 0.213 0.132
H 0.2260 -9.0157 -2.7494 -0.260 -0.389 -0.066 0.108
H 3.4247 -4.2743 -0.0999 0.483 0.657 -0.070 0.046
C 0.7714 -1.5365 -3.7524 1.478 -0.310 -0.283 0.062
C 0.6934 -2.8238 -4.1323 0.778 -0.150 -1.020 -0.221
C -0.5067 -3.6798 -3.9277 -1.094 0.663 1.033 -0.331
O -0.6434 -4.8204 -4.3324 0.881 0.435 -0.266 0.114
C -1.5010 -3.0040 -3.1188 -0.778 -0.633 0.317 0.057
C -1.3751 -1.7715 -2.6044 0.369 0.483 1.043 -0.215
C -0.1649 -0.8902 -2.8938 -0.898 -0.248 -0.694 -0.310
O -0.0682 0.2592 -2.5022 -0.235 -0.458 0.251 0.117
O -2.2225 -1.2958 -1.6977 -0.249 -0.460 -0.603 0.090
O 1.6921 -3.3647 -4.8328 0.186 0.147 -0.050 0.116
H 1.6676 -0.9980 -4.0310 0.012 0.103 0.015 0.134
H -2.3254 -3.6325 -2.8091 -0.203 0.142 -0.044 0.139
H -1.9144 -0.4383 -1.3520 0.276 0.267 0.402 0.082
H 1.4498 -4.2547 -5.1215 -0.246 -0.205 0.088 0.119
C -6.7926 0.1110 -5.4005 0.439 -0.084 -0.426 0.067
C -6.5308 0.8744 -4.3215 0.179 0.204 0.621 -0.229
C -5.4484 0.5094 -3.2886 -0.491 -0.676 -0.941 -0.284
O -5.2248 1.1834 -2.2945 -0.324 -0.483 -1.019 0.111
C -4.8163 -0.7628 -3.6220 1.262 -0.768 -0.086 0.079
C -4.9708 -1.4602 -4.7775 -0.136 -0.856 0.773 -0.207
C -5.9957 -1.0793 -5.7805 -1.592 1.545 -0.019 -0.323
O -6.2480 -1.7212 -6.7895 0.800 -0.122 0.733 0.103
O -4.4016 -2.6697 -4.9921 0.228 0.868 0.539 0.097
O -7.2002 1.9806 -4.0327 -0.227 -0.335 -0.223 0.108
H -7.5729 0.3892 -6.0948 -0.055 0.069 0.036 0.128
H -4.1218 -1.1461 -2.8858 0.004 -0.045 0.036 0.107
H -4.7290 -3.0208 -5.8312 -0.193 0.121 -0.259 0.113
H -6.9607 2.2401 -3.1277 0.160 0.669 0.222 0.076
```
Positions in Å, forces in eV/Å.

The orbital gap is 7.62 eV. The energy relative to the best compared isomer or geometry (same formula, charge and spin) is 0.000 eV. The structure (SMILES) is O=C1C=C(O)C(=O)C=C1O.O=C1C=C(O)C(=O)C=C1O.O=C1C=C(O)C(=O)C=C1O.O=C1C=C(O)C(=O)C=C1O.CN(C)C=O.CN(C)C=O.CN(C)C=O.COCCOC.COCCOC.